1.
This record from the OMol25 dataset describes the molecule C21H27N3O5S in a non-equilibrium geometry. The level of theory is the ωB97M-V functional and the def2-TZVPD basis.

ORCA input file:
```
! RIJCOSX wB97M-V def2-TZVPD def2/J DEFGRID3
* xyz 0 1
O 3.16 1.98 2.23
C 2.14 1.33 2.32
C 0.75 1.98 2.48
N -0.09 1.76 1.31
C 0.13 2.66 0.18
C 1.23 2.17 -0.70
C 2.53 2.56 -0.84
C 3.09 1.71 -1.82
C 2.10 0.87 -2.21
O 0.97 1.13 -1.53
C -0.82 0.64 1.24
O -0.78 -0.23 2.10
C -1.76 0.49 0.04
N -2.77 1.52 0.08
S -3.36 2.06 -1.39
O -4.38 3.01 -1.08
O -2.22 2.48 -2.15
C -4.08 0.62 -2.15
C -5.37 0.26 -1.81
C -5.92 -0.88 -2.36
C -5.18 -1.65 -3.24
C -3.88 -1.29 -3.57
C -3.33 -0.14 -3.03
N 2.07 -0.01 2.32
C 3.22 -0.87 2.11
C 3.06 -2.16 2.92
C 1.92 -3.03 2.38
C 2.14 -3.34 0.91
C 2.24 -2.05 0.10
C 3.39 -1.19 0.62
H 0.25 1.53 3.34
H 0.88 3.05 2.63
H -0.79 2.77 -0.40
H 0.41 3.64 0.58
H 3.02 3.33 -0.30
H 4.10 1.73 -2.18
H 2.07 0.06 -2.92
H -1.21 0.60 -0.89
H -2.19 -0.52 0.09
H -3.49 1.40 0.77
H -5.92 0.90 -1.14
H -6.93 -1.17 -2.11
H -5.61 -2.54 -3.67
H -3.31 -1.89 -4.26
H -2.33 0.19 -3.28
H 1.16 -0.45 2.39
H 4.09 -0.31 2.46
H 2.87 -1.91 3.97
H 4.00 -2.71 2.87
H 0.96 -2.52 2.51
H 1.88 -3.96 2.96
H 1.31 -3.95 0.53
H 3.06 -3.91 0.78
H 1.31 -1.49 0.18
H 2.40 -2.28 -0.95
H 3.46 -0.26 0.06
H 4.34 -1.73 0.49
*
```

Computed properties:
- DFT total energy: -1755.1061 a.u.
- Structure (SMILES): O=C(CN(Cc1ccco1)C(=O)CNS(=O)(=O)c1ccccc1)NC1CCCCC1
- E_HOMO: -8.7 eV
- F_max: 0.0212 hartree/bohr
- Energy relative to the best compared isomer or geometry (same formula, charge and spin): 1.077 eV
- Orbital gap: 9.10 eV

***

2.
This record from the OMol25 dataset describes the molecule C3H5N3OS in a non-equilibrium geometry. The level of theory is the ωB97M-V functional and the def2-TZVPD basis.

ORCA input file:
```
! RIJCOSX wB97M-V def2-TZVPD def2/J DEFGRID3
* xyz 0 1
C -0.99 -2.03 -1.84
N -0.15 -1.16 -1.72
N -0.33 -0.30 -0.57
C 0.70 0.47 -0.60
O 1.01 1.65 0.13
C 0.79 1.57 1.52
N -0.15 0.72 1.85
S 1.66 2.54 2.57
H -1.67 -2.19 -0.91
H -0.91 -2.61 -2.81
H 1.46 0.32 -1.46
H -0.42 0.56 2.75
H -0.99 0.46 1.08
*
```

Computed properties:
- DFT total energy: -754.8993 a.u.
- Structure (SMILES): C=N/N=C/OC(N)=S
- E_HOMO: -8.5 eV
- F_max: 0.1219 hartree/bohr
- Energy relative to the best compared isomer or geometry (same formula, charge and spin): 3.804 eV
- Orbital gap: 8.96 eV

***

3.
This record from the OMol25 dataset describes a cluster of 2 separate species, C4H9NO in total in a non-equilibrium geometry. The level of theory is the ωB97M-V functional and the def2-TZVPD basis.

ORCA input file:
```
! RIJCOSX wB97M-V def2-TZVPD def2/J DEFGRID3
* xyz -1 2
C -1.47 0.30 0.87
C 0.03 0.05 0.81
C 0.76 -0.64 1.86
C 0.37 1.52 -1.08
N 0.73 0.50 -0.29
H -1.80 0.31 -0.10
H -1.99 -0.42 1.51
H -1.58 1.29 1.38
H 1.90 -0.69 1.62
H 0.24 -0.88 2.79
H 1.20 1.94 -1.64
H -0.68 1.98 -0.93
H 0.84 -0.97 -2.12
H 0.65 -2.51 -2.03
O 0.81 -1.78 -2.66
*
```

Computed properties:
- DFT total energy: -287.7243 a.u.
- E_HOMO (spin up / spin down): -0.4 / -3.1 eV
- F_max: 0.0758 hartree/bohr
- Energy relative to the best compared isomer or geometry (same formula, charge and spin): 0.567 eV
- Expectation value of S²: 0.7725
- Orbital gap (spin up / spin down): 4.72 / 7.30 eV

***

4.
This record from the OMol25 dataset describes a structure of composition C24H19BrN5O6Tc. The level of theory is the ωB97M-V functional and the def2-TZVPD basis.

ORCA input file:
```
! RIJCOSX wB97M-V def2-TZVPD def2/J DEFGRID3
* xyz 1 4
Tc 0.26 0.00 1.13
Br -5.27 0.23 5.94
C -3.76 0.51 4.85
C -2.63 1.15 5.38
C -1.52 1.36 4.60
C -1.48 0.92 3.27
O -0.39 1.16 2.55
C -2.63 0.28 2.74
C -2.73 -0.02 1.34
N -1.72 -0.13 0.55
C -1.87 -0.03 -0.87
C -2.77 -0.70 -1.64
C -2.82 -0.44 -3.03
C -1.99 0.47 -3.61
C -1.04 1.17 -2.82
C -0.14 2.14 -3.33
C 0.76 2.73 -2.50
C 0.82 2.32 -1.15
N 0.00 1.43 -0.64
C -0.96 0.89 -1.46
C -3.77 0.11 3.54
H -2.64 1.48 6.41
H -0.65 1.87 4.99
H -3.72 -0.07 0.90
H -3.43 -1.43 -1.20
H -3.52 -0.99 -3.64
H -2.02 0.66 -4.67
H -0.17 2.38 -4.39
H 1.46 3.48 -2.85
H 1.57 2.72 -0.49
H -4.65 -0.36 3.12
N 3.81 -1.01 2.95
C 2.59 -0.96 2.44
O 2.19 0.09 1.87
C 1.67 -2.14 2.51
C 0.23 -1.64 2.44
H 4.42 -0.21 2.85
H 4.15 -1.83 3.41
H 1.89 -2.76 3.38
H 1.90 -2.73 1.61
H -0.13 -1.33 3.42
H -0.43 -2.41 2.04
O 1.43 -1.99 -5.02
C 1.46 -0.71 -4.64
O 0.89 0.14 -5.27
C 2.32 -0.37 -3.46
C 3.46 0.39 -3.48
N 3.83 0.55 -2.19
N 3.02 -0.04 -1.33
C 2.09 -0.62 -2.08
C 1.00 -1.46 -1.52
O 0.40 -2.21 -2.25
O 0.77 -1.36 -0.23
H 1.78 -2.56 -4.32
H 4.01 0.83 -4.30
H 4.65 1.03 -1.85
*
```

Computed properties:
- DFT total energy: -4305.9149 a.u.
- E_HOMO (spin up / spin down): -10.9 / -11.2 eV
- F_max: 0.0055 hartree/bohr
- Energy relative to the best compared isomer or geometry (same formula, charge and spin): 0.005 eV
- Expectation value of S²: 3.7742
- Orbital gap (spin up / spin down): 7.56 / 7.05 eV

***

5.
This record from the OMol25 dataset describes the molecule C5H10O2 in a non-equilibrium geometry. The level of theory is the ωB97M-V functional and the def2-TZVPD basis.

ORCA input file:
```
! RIJCOSX wB97M-V def2-TZVPD def2/J DEFGRID3
* xyz 0 1
O 1.62 0.72 2.57
C 1.15 0.39 1.50
C 1.19 -0.84 0.54
C 1.07 -0.34 -0.93
C -0.31 0.46 -1.02
C -1.43 -0.06 -0.05
O -2.44 1.10 0.07
H 0.60 1.21 1.01
H 0.47 -1.55 0.87
H 2.18 -1.33 0.71
H 1.14 -1.17 -1.56
H 1.92 0.36 -1.24
H -0.63 0.19 -2.08
H -0.25 1.53 -0.78
H -1.01 -0.48 0.87
H -1.94 -0.90 -0.53
H -3.35 0.71 0.06
*
```

Computed properties:
- DFT total energy: -346.9171 a.u.
- Structure (SMILES): O=CCCCCO
- E_HOMO: -9.6 eV
- F_max: 0.0703 hartree/bohr
- Energy relative to the best compared isomer or geometry (same formula, charge and spin): 2.947 eV
- Orbital gap: 10.38 eV

***

6.
This record from the OMol25 dataset describes the ion C5H10N with charge +1 in a non-equilibrium geometry. The level of theory is the ωB97M-V functional and the def2-TZVPD basis.

ORCA input file:
```
! RIJCOSX wB97M-V def2-TZVPD def2/J DEFGRID3
* xyz 1 1
C -2.22 -0.43 0.42
C -1.29 -0.06 -0.46
C 0.26 -0.08 -0.13
N 0.99 -1.38 0.28
C 0.72 1.21 0.50
C 1.08 0.95 -0.97
H -3.39 -0.38 0.22
H -1.89 -1.03 1.30
H -1.50 0.58 -1.27
H 0.59 -1.73 1.12
H 1.87 -1.03 0.43
H 0.78 -2.01 -0.57
H 1.29 1.26 1.34
H -0.13 1.95 0.72
H 0.63 1.44 -1.80
H 2.21 0.74 -1.12
*
```

Computed properties:
- DFT total energy: -250.9110 a.u.
- Structure (SMILES): C=CC1([NH3+])CC1
- E_HOMO: -14.2 eV
- F_max: 0.1161 hartree/bohr
- Energy relative to the best compared isomer or geometry (same formula, charge and spin): 2.567 eV
- Orbital gap: 10.48 eV

***

7.
This record from the OMol25 dataset describes a structure of composition C6H10O2 in a non-equilibrium geometry. The level of theory is the ωB97M-V functional and the def2-TZVPD basis.

ORCA input file:
```
! RIJCOSX wB97M-V def2-TZVPD def2/J DEFGRID3
* xyz 1 2
O -0.53 1.12 1.36
C -1.42 0.51 0.59
O -2.25 -0.33 0.85
C -1.27 0.92 -0.92
C -0.23 -0.01 -1.60
C 1.10 0.19 -0.93
C 1.76 -0.93 -0.45
C 2.19 -1.13 0.96
H -0.26 0.11 0.89
H -2.29 0.84 -1.30
H -0.98 1.97 -1.02
H -0.53 -1.06 -1.62
H -0.13 0.30 -2.63
H 1.43 1.23 -0.88
H 1.54 -1.86 -0.98
H 1.96 -2.15 1.27
H 3.28 -1.12 1.21
H 1.78 -0.34 1.58
*
```

Computed properties:
- DFT total energy: -384.6280 a.u.
- E_HOMO (spin up / spin down): -14.5 / -14.5 eV
- F_max: 0.1368 hartree/bohr
- Energy relative to the best compared isomer or geometry (same formula, charge and spin): 3.562 eV
- Expectation value of S²: 0.7547
- Orbital gap (spin up / spin down): 8.56 / 6.12 eV

***

8.
This record from the OMol25 dataset describes the ion C5H11NO2 with charge +1 in a non-equilibrium geometry. The level of theory is the ωB97M-V functional and the def2-TZVPD basis.

ORCA input file:
```
! RIJCOSX wB97M-V def2-TZVPD def2/J DEFGRID3
* xyz 1 2
O 0.90 -0.11 -3.37
C 0.80 -0.10 -2.20
O 0.44 1.06 -1.50
C 0.89 -1.24 -1.23
C 0.99 -0.97 0.25
C -0.30 -0.60 1.00
C -1.61 1.42 1.62
N -0.43 0.84 1.05
H 0.58 1.88 -2.02
H 1.76 -1.80 -1.61
H 0.10 -1.96 -1.44
H 1.30 -1.94 0.64
H 1.75 -0.28 0.59
H -1.13 -1.08 0.46
H -0.24 -0.99 2.01
H -1.36 2.38 2.10
H -2.47 1.38 0.97
H -1.81 0.95 2.59
H -0.17 1.14 0.08
*
```

Computed properties:
- DFT total energy: -402.0328 a.u.
- E_HOMO (spin up / spin down): -14.6 / -14.6 eV
- F_max: 0.0654 hartree/bohr
- Energy relative to the best compared isomer or geometry (same formula, charge and spin): 0.607 eV
- Expectation value of S²: 0.7540
- Orbital gap (spin up / spin down): 11.65 / 6.73 eV